*one*
A 2-piece molecular cluster, C2H6FN2 overall, computed with ωB97M-V/def2-TZVPD.

Values from the calculation:
net charge	+1
LUMO	-6.4	eV
HOMO-LUMO gap	9.84	eV
E_HOMO	-16.20	eV

Bonds (Å) are listed after each position.
Cartesian coordinates (Å):
1 C 0.08 -0.18 1.02  N3 1.262, F5 1.277
2 C 0.37 1.07 -1.04  N3 1.439, H6 1.088, H7 1.092, H8 1.089
3 N 0.27 0.89 0.39  C1 1.262, C2 1.439, H9 1.029
4 N -0.36 -2.21 0.22  H10 1.017, H11 1.021
5 F 0.01 -0.26 2.30  C1 1.277
6 H 0.63 0.13 -1.52  C2 1.088
7 H -0.58 1.44 -1.43  C2 1.092
8 H 1.13 1.82 -1.24  C2 1.089
9 H 0.35 1.76 0.94  N3 1.029
10 H -0.99 -2.50 0.97  N4 1.017
11 H -0.90 -1.96 -0.61  N4 1.021

Atom charges from the Mulliken analysis, given in e for atoms 1 to 6: number 1, C, carries 0.3766; number 2, C, carries -0.7554; number 3, N, carries 0.0050; number 4, N, carries -0.4022; number 5, F, carries -0.1122; number 6, H, carries 0.3258

*two*
An isolated ion of composition C2H6FN2 and charge +1, computed with ωB97M-V/def2-TZVPD.

Values from the calculation:
net charge	+1
LUMO	-3.7	eV
HOMO-LUMO gap	12.45	eV
SMILES string	C/[NH+]=C(/N)F
E_HOMO	-16.18	eV

Bonds (Å) are listed after each position.
Cartesian coordinates (Å):
1 C 1.59 0.63 0.02  N2 1.457, H6 1.120, H7 1.072, H8 1.063
2 N 0.47 -0.30 -0.03  C1 1.457, C3 1.296, H9 0.977
3 C -0.78 -0.01 -0.23  N2 1.296, N4 1.291, F5 1.296
4 N -1.77 -0.82 -0.07  C3 1.291, H10 0.957, H11 1.029
5 F -1.06 1.18 -0.67  C3 1.296
6 H 2.44 -0.03 -0.28  C1 1.120
7 H 1.59 1.02 1.02  C1 1.072
8 H 1.44 1.46 -0.63  C1 1.063
9 H 0.63 -1.09 0.52  N2 0.977
10 H -1.82 -1.41 0.69  N4 0.957
11 H -2.74 -0.62 -0.35  N4 1.029

Atom charges from the Mulliken analysis, given in e for atoms 1 to 6: number 1, C, carries -0.7826; number 2, N, carries -0.1815; number 3, C, carries 0.6859; number 4, N, carries -0.3236; number 5, F, carries -0.1536; number 6, H, carries 0.2740

Q: What are the energies relative to the best structure? A: *one* 4.031; *two* 0.000, in eV.

*one*
One molecule with the formula C6H9Br, computed with ωB97M-V/def2-TZVPD.

Values from the calculation:
LUMO	0.9	eV
HOMO-LUMO gap	10.13	eV
SMILES string	C/C=C1/[C@@H](C)[C@@H]1Br
E_HOMO	-9.21	eV

Bonds (Å) are listed after each position.
Cartesian coordinates (Å):
1 C 0.99 -2.42 0.04  C2 1.483, H8 1.102, H9 1.086, H10 1.138
2 C 1.00 -0.99 0.41  C1 1.483, C3 1.332, H11 1.056
3 C -0.08 -0.21 0.34  C2 1.332, C4 1.504, C6 1.605
4 C -0.58 1.21 0.46  C3 1.504, C5 1.536, C6 1.546, H12 1.051
5 C 0.11 2.36 -0.29  C4 1.536, H13 1.047, H14 1.068, H15 1.091
6 C -1.41 0.25 -0.42  C3 1.605, C4 1.546, Br7 1.894, H16 1.077
7 Br -3.01 -0.43 0.33  C6 1.894
8 H 0.86 -2.76 -1.01  C1 1.102
9 H 0.17 -3.00 0.46  C1 1.086
10 H 1.93 -3.03 0.25  C1 1.138
11 H 1.84 -0.74 1.00  C2 1.056
12 H -1.13 1.58 1.27  C4 1.051
13 H 0.85 2.11 -0.99  C5 1.047
14 H 0.57 2.94 0.48  C5 1.068
15 H -0.71 2.86 -0.81  C5 1.091
16 H -1.43 0.26 -1.50  C6 1.077

Atom charges from the Mulliken analysis, given in e for atoms 1 to 6: number 1, C, carries -1.0939; number 2, C, carries -0.1596; number 3, C, carries 0.0156; number 4, C, carries -0.1094; number 5, C, carries -1.4128; number 6, C, carries -0.2221

*two*
A 2-piece molecular cluster, C6H9Br overall, computed with ωB97M-V/def2-TZVPD.

Values from the calculation:
LUMO (spin up / spin down)	-0.1 / 0.2	eV
HOMO-LUMO gap (spin up / spin down)	7.71 / 8.28	eV
E_HOMO (spin up / spin down)	-7.81 / -8.11	eV

Bonds (Å) are listed after each position.
Cartesian coordinates (Å):
1 C -1.84 -2.18 0.49  C2 1.305, H8 1.084, H9 1.075
2 C -1.72 -1.05 -0.15  C1 1.305, Br7 1.858
3 C 0.50 1.22 0.86  C4 1.482, C5 1.521, H10 1.079, H11 1.079
4 C 1.88 1.16 0.32  C3 1.482, C5 1.522, H12 1.080, H13 1.079
5 C 0.71 0.98 -0.63  C3 1.521, C4 1.522, C6 1.442, H14 1.082
6 C 0.47 -0.32 -1.21  C5 1.442, H15 1.075, H16 1.073
7 Br -2.91 0.37 -0.29  C2 1.858
8 H -2.73 -2.46 1.04  C1 1.084
9 H -1.05 -2.90 0.48  C1 1.075
10 H 0.13 0.38 1.43  C3 1.079
11 H 0.09 2.17 1.15  C3 1.079
12 H 2.45 2.08 0.25  C4 1.080
13 H 2.49 0.30 0.54  C4 1.079
14 H 0.46 1.82 -1.27  C5 1.082
15 H 0.96 -1.18 -0.79  C6 1.075
16 H 0.11 -0.39 -2.22  C6 1.073

Atom charges from the Mulliken analysis, given in e for atoms 1 to 6: number 1, C, carries -0.4723; number 2, C, carries -0.1333; number 3, C, carries -0.4997; number 4, C, carries -0.6299; number 5, C, carries 0.3674; number 6, C, carries -1.0376

Q: What are the energies relative to the best structure? A: *one* 0.000; *two* 2.162, in eV.

*one*
A 4-piece molecular cluster, C4H15NO3 overall, computed with ωB97M-V/def2-TZVPD.

Values from the calculation:
LUMO	0.7	eV
HOMO-LUMO gap	10.32	eV
SMILES string	C=CCCN.O.O.O
E_HOMO	-9.62	eV

Bonds (Å) are listed after each position.
Cartesian coordinates (Å):
1 C 0.68 -0.03 2.06  C2 1.328, H6 1.080, H7 1.089
2 C 1.14 0.81 1.13  C1 1.328, C3 1.487, H8 1.088
3 C 0.34 1.78 0.34  C2 1.487, C4 1.575, H9 1.094, H10 1.080
4 C 0.07 1.28 -1.13  C3 1.575, N5 1.493, H11 1.088, H12 1.086
5 N -1.31 0.72 -1.28  C4 1.493, H13 0.998, H14 1.002
6 H -0.36 -0.21 2.30  C1 1.080
7 H 1.29 -0.75 2.60  C1 1.089
8 H 2.19 0.75 0.85  C2 1.088
9 H -0.70 1.88 0.66  C3 1.094
10 H 0.78 2.77 0.37  C3 1.080
11 H 0.87 0.57 -1.30  C4 1.088
12 H 0.06 2.13 -1.81  C4 1.086
13 H -1.69 1.21 -2.06  N5 0.998
14 H -1.37 -0.28 -1.25  N5 1.002
15 O 2.29 -1.22 -1.24  H16 0.971, H17 0.961
16 H 2.50 -0.71 -2.04  O15 0.971
17 H 1.51 -0.80 -0.87  O15 0.961
18 O -2.68 -0.30 1.14  H19 0.993, H20 0.969
19 H -2.52 0.24 0.32  O18 0.993
20 H -1.82 -0.73 1.25  O18 0.969
21 O -0.22 -2.26 -0.47  H22 0.947, H23 0.944
22 H 0.56 -2.56 -0.02  O21 0.947
23 H -0.97 -2.05 0.07  O21 0.944

Atom charges from the Mulliken analysis, given in e for atoms 1 to 6: number 1, C, carries -0.8544; number 2, C, carries -0.1733; number 3, C, carries -0.4870; number 4, C, carries 0.1027; number 5, N, carries -0.5363; number 6, H, carries 0.4440

*two*
A 4-piece molecular cluster, C4H15NO3 overall, computed with ωB97M-V/def2-TZVPD.

Values from the calculation:
LUMO	0.2	eV
HOMO-LUMO gap	8.17	eV
SMILES string	C=C(N)CC.O.O.O
E_HOMO	-7.96	eV

Bonds (Å) are listed after each position.
Cartesian coordinates (Å):
1 C -1.37 -0.38 0.88  C2 1.328, H6 1.106, H7 1.063
2 C -1.20 -0.79 -0.38  C1 1.328, N3 1.409, C4 1.564
3 N -1.42 -2.09 -0.86  C2 1.409, H8 0.965, H9 1.038
4 C -0.77 0.32 -1.39  C2 1.564, C5 1.600, H10 1.095, H11 1.068
5 C -1.63 1.67 -1.40  C4 1.600, H12 1.079, H13 1.054, H14 1.156
6 H -0.92 0.57 1.22  C1 1.106
7 H -1.75 -0.95 1.69  C1 1.063
8 H -0.82 -2.27 -1.60  N3 0.965
9 H -1.43 -2.74 -0.05  N3 1.038
10 H -0.88 -0.13 -2.38  C4 1.095
11 H 0.28 0.46 -1.28  C4 1.068
12 H -2.69 1.49 -1.46  C5 1.079
13 H -1.53 2.19 -0.48  C5 1.054
14 H -1.41 2.19 -2.40  C5 1.156
15 O 1.61 -0.84 0.98  H16 1.015, H17 0.990
16 H 1.32 -0.01 1.48  O15 1.015
17 H 1.89 -1.48 1.69  O15 0.990
18 O 0.57 1.16 2.65  H19 1.014, H20 0.938
19 H -0.24 1.76 2.76  O18 1.014
20 H 0.45 0.56 3.36  O18 0.938
21 O 3.08 0.54 -1.29  H22 1.044, H23 0.955
22 H 2.26 0.06 -0.85  O21 1.044
23 H 3.20 1.21 -0.61  O21 0.955

Atom charges from the Mulliken analysis, given in e for atoms 1 to 6: number 1, C, carries -1.0003; number 2, C, carries 1.0743; number 3, N, carries -0.5824; number 4, C, carries -0.4576; number 5, C, carries -1.1074; number 6, H, carries -0.0915

Q: What are the energies relative to the best structure? A: *one* 0.000; *two* 0.098, in eV.